Formula: C16H13MnN2O6S2
Source: the OMol25 dataset
Level of theory: wB97M-V/def2-TZVPD

As for the expectation value of S²: 3.87. The value obtained for the HOMO energy (spin up / spin down) is -12.47 / -12.63 eV. The calculation puts the HOMO-LUMO gap (spin up / spin down) at 0.2286 / 0.2763 hartree. The energy relative to the best compared isomer or geometry (same formula, charge and spin) comes out at 19.50 kcal/mol.

```
! wB97M-V def2-TZVPD RIJCOSX def2/J DEFGRID3
* xyz 1 4
Mn 0.8306 -0.8917 -2.2939
O 2.0190 -1.9891 -5.4347
S 1.9103 -2.1859 -4.0378
O 2.5127 -3.2980 -3.4067
O 0.4317 -2.0254 -3.5744
O 2.2874 -0.8571 -3.2673
C -1.4205 -1.7620 5.3534
C -0.6520 -1.6773 4.0778
C 0.6549 -1.1909 4.0575
C 1.3729 -1.1368 2.8754
C 0.7697 -1.5682 1.7052
C -0.5280 -2.0542 1.6890
C -1.2297 -2.1060 2.8787
S 1.6139 -1.3262 0.1723
O 2.9348 -0.8541 0.3709
O 1.3537 -2.3374 -0.8500
N 0.6967 -0.1532 -0.6736
C 0.0860 1.0657 -0.4644
C -0.2217 1.7438 0.6994
C -0.8660 2.9880 0.6104
C -1.1968 3.5571 -0.5946
C -0.9022 2.8905 -1.8098
C -1.1776 3.3625 -3.1114
C -0.8283 2.5805 -4.1919
C -0.2357 1.3251 -4.0106
N 0.0146 0.8397 -2.7994
C -0.2806 1.6273 -1.7211
H -0.8448 -1.3820 6.1914
H -1.6912 -2.7968 5.5578
H -2.3493 -1.1988 5.2898
H 1.1165 -0.8457 4.9699
H 2.3872 -0.7720 2.8394
H -0.9588 -2.3889 0.7554
H -2.2414 -2.4798 2.8796
H 0.0268 1.3256 1.6622
H -1.0982 3.5055 1.5300
H -1.6947 4.5129 -0.6212
H -1.6438 4.3281 -3.2497
H -1.0064 2.9210 -5.2002
H 0.0497 0.7060 -4.8542
*
```

Löwdin population analysis, charges in e, atoms 1 to 6: Mn 0.969; O -0.199; S 0.430; O -0.200; O -0.322; O -0.296

***

Formula: H12Na6O14S2
Source: the OMol25 dataset
Level of theory: wB97M-V/def2-TZVPD

As for the expectation value of S²: 0.75. The value obtained for the HOMO energy (spin up / spin down) is -9.25 / -9.93 eV. The calculation puts the HOMO-LUMO gap (spin up / spin down) at 0.1673 / 0.1851 hartree.

```
! wB97M-V def2-TZVPD RIJCOSX def2/J DEFGRID3
* xyz 1 2
Na -1.5594 3.4109 2.0604
Na 2.3684 2.4414 0.0115
Na 0.5317 0.7544 2.9642
Na -1.6135 -1.6638 1.7941
Na -3.8113 1.2858 1.2191
Na 2.8774 -0.8018 0.6890
S -0.3118 0.4880 -0.1129
O -0.0452 1.2637 -1.3246
O -1.2276 1.1778 0.7641
O -0.8806 -0.7854 -0.4165
O 0.8557 0.3136 0.7322
S 1.5829 -2.0570 3.4375
O 2.3804 -0.9720 2.9565
O 1.7968 -2.2766 4.8657
O 0.1921 -1.7305 3.2391
O 1.9096 -3.2396 2.6731
O -1.9757 3.2251 -1.5102
H -2.3485 3.3378 -0.6358
H -1.3814 2.4798 -1.4234
O 2.6226 0.4561 -1.7218
H 1.7264 0.7381 -1.9052
H 3.0586 0.4732 -2.5737
O -3.4849 -0.5811 -0.6588
H -3.5110 -1.5126 -0.8775
H -2.5908 -0.3105 -0.8678
O -1.0316 -1.8427 -2.7493
H -0.5390 -1.1254 -3.1481
H -1.0370 -1.6392 -1.8140
O 0.0942 -3.3553 0.4616
H 0.8161 -3.3614 1.0901
H 0.4576 -2.9338 -0.3172
O 1.4900 3.0451 -2.0439
H 0.7399 2.4579 -1.9501
H 1.8487 2.8402 -2.9074
*
```

Löwdin population analysis, charges in e, atoms 1 to 6: Na 0.558; Na 0.689; Na 0.516; Na 0.605; Na 0.610; Na 0.647

***

Formula: C8H12
Source: the OMol25 dataset
Level of theory: wB97M-V/def2-TZVPD

The value obtained for the HOMO energy is -8.07 eV. The calculation puts the HOMO-LUMO gap at 0.3336 hartree. The energy relative to the best compared isomer or geometry (same formula, charge and spin) comes out at 16.98 kcal/mol.

```
! wB97M-V def2-TZVPD RIJCOSX def2/J DEFGRID3
* xyz 0 1
C 1.2102 1.8902 -0.7830
C 0.1694 -1.1547 -2.1056
C 0.5155 0.1380 2.1951
C 0.3134 0.7761 -0.2974
C -0.1008 -0.4068 -0.8229
C -0.3954 0.5256 1.0338
C -2.0173 -1.4737 0.4985
C -1.0147 -0.6249 0.2708
H -1.0905 1.3195 1.3365
H 0.5696 2.6450 -1.2576
H 1.9034 1.5573 -1.5583
H 1.6979 2.4054 0.0474
H 0.4306 -0.4769 -2.9222
H 1.0708 -1.7625 -1.9501
H -0.6317 -1.8506 -2.3621
H 1.1828 0.9660 2.4568
H 1.1401 -0.7322 1.9592
H -0.0768 -0.1077 3.0828
H -2.2904 -2.2177 -0.2408
H -2.5860 -1.4156 1.4193
*
```

Löwdin population analysis, charges in e, atoms 1 to 6: C -0.023; C -0.021; C -0.057; C -0.168; C -0.193; C -0.266